Record 1
This record from the OMol25 dataset describes a gas-phase ion, C5H9NO4P (charge +1). The level of theory is wB97M-V/def2-TZVPD.

The geometry in XYZ format:
```
20
Properties=species:S:1:pos:R:3
C 2.60 0.24 -0.40
C -2.58 0.25 0.23
C -2.39 1.56 -0.49
C 1.90 -0.99 -0.41
C 1.91 -1.80 0.89
N 0.66 -0.46 -0.73
O 2.87 1.30 -0.61
O 0.79 1.57 1.00
O -1.33 0.10 0.92
O -1.02 1.55 -0.93
P -0.12 0.78 0.18
H -3.38 0.34 0.94
H -2.83 -0.62 -0.45
H -2.98 1.74 -1.28
H -2.42 2.38 0.27
H 2.28 -1.65 -1.26
H 1.32 -2.79 0.82
H 1.52 -1.24 1.70
H 2.91 -2.06 1.35
H 0.30 -0.22 -1.74
```

The value obtained for the frontier orbital gap is 9.98 eV. The LUMO energy comes out at -4.87 eV. Its net charge is +1. Its spin multiplicity is 1. The calculation puts the HOMO energy at -14.85 eV.



Record 2
This record from the OMol25 dataset describes a single C5H9NO6 molecule. The level of theory is wB97M-V/def2-TZVPD.

The geometry in XYZ format:
```
21
Properties=species:S:1:pos:R:3
C -1.21 -2.51 0.27
C -2.22 -1.67 -0.50
C -2.35 -0.22 0.01
O -3.09 0.08 0.92
C -1.38 0.82 -0.61
C -1.93 2.19 -0.89
O -0.40 1.07 0.39
O 0.46 -0.17 0.36
O 1.65 0.17 -0.23
N 2.60 0.54 1.06
O 3.72 0.77 0.65
O 2.07 0.52 2.14
H -1.54 -3.55 0.28
H -0.22 -2.48 -0.19
H -1.13 -2.18 1.32
H -1.98 -1.64 -1.57
H -3.22 -2.10 -0.40
H -0.94 0.39 -1.51
H -2.66 2.18 -1.70
H -2.38 2.59 0.03
H -1.07 2.81 -1.15
```

The value obtained for the frontier orbital gap is 9.40 eV. The LUMO energy comes out at -0.34 eV. Its net charge is 0. Its SMILES is CCC(=O)[C@@H](C)OOO[N+](=O)[O-]. Its spin multiplicity is 1. The calculation puts the HOMO energy at -9.74 eV.



Record 3
This record from the OMol25 dataset describes a single C5H9NOS molecule. The level of theory is wB97M-V/def2-TZVPD.

The geometry in XYZ format:
```
17
Properties=species:S:1:pos:R:3
C -0.85 -0.81 -0.29
C 1.47 0.33 0.16
C -0.01 -1.90 0.27
C 2.57 1.26 0.53
C -3.06 0.60 -0.74
N 1.23 -2.00 -0.43
O 2.10 -0.80 -0.19
S -2.29 -0.56 0.58
H -0.09 -1.68 1.30
H -0.27 -2.90 0.09
H 3.58 1.06 0.06
H 2.66 1.21 1.61
H 2.48 2.27 0.30
H -2.19 0.38 -1.51
H -3.04 1.56 -0.16
H -4.11 0.29 -0.79
H 1.80 -2.74 -0.07
```

The value obtained for the frontier orbital gap is 8.20 eV. The LUMO energy comes out at 0.62 eV. Its net charge is 0. Its spin multiplicity is 1. The calculation puts the HOMO energy at -7.58 eV.



Record 4
This record from the OMol25 dataset describes a single C5H9NOS molecule. The level of theory is wB97M-V/def2-TZVPD.

The geometry in XYZ format:
```
17
Properties=species:S:1:pos:R:3
C 1.29 0.38 0.50
C 0.76 1.65 -0.21
C -1.14 0.42 0.11
C -1.60 -0.87 -0.58
C 0.00 -0.43 0.74
H 1.67 -1.22 -1.17
H 1.78 0.63 1.48
H 0.62 2.46 0.51
H 1.41 1.99 -1.01
H -1.85 0.95 0.78
H -1.80 -0.79 -1.66
H -2.48 -1.31 -0.08
H -0.35 -2.42 0.17
H -0.10 -0.71 1.81
N -0.30 -1.50 -0.22
O -0.49 1.30 -0.77
S 2.58 -0.54 -0.40
```

The value obtained for the frontier orbital gap is 9.62 eV. The LUMO energy comes out at 0.87 eV. Its net charge is 0. Its SMILES is S[C@H]1CO[C@H]2CN[C@H]21. Its spin multiplicity is 1. The calculation puts the HOMO energy at -8.75 eV.



Record 5
This record from the OMol25 dataset describes 2 unconnected molecules or ions with the total composition C5H9NOS. The level of theory is wB97M-V/def2-TZVPD.

The geometry in XYZ format:
```
17
Properties=species:S:1:pos:R:3
C -2.12 1.23 -1.29
C -1.61 0.59 -0.23
C 0.14 -0.89 0.10
C -2.45 0.37 1.01
C 0.96 -1.88 0.20
N -0.31 0.17 -0.20
O 3.90 -0.66 1.03
S 4.14 0.55 0.19
H -1.57 1.40 -2.21
H -3.17 1.68 -1.24
H -2.75 -0.64 0.93
H -1.91 0.57 1.88
H -3.31 1.04 0.98
H 2.78 0.73 -0.24
H 1.30 -2.21 -0.72
H 1.51 -2.19 0.99
H 4.47 0.15 -1.18
```

The value obtained for the frontier orbital gap is 8.90 eV. The LUMO energy comes out at 0.47 eV. Its net charge is 0. Its spin multiplicity is 1. The calculation puts the HOMO energy at -8.44 eV.



Record 6
This record from the OMol25 dataset describes a molecular structure, C5H9NOS. The level of theory is wB97M-V/def2-TZVPD.

The geometry in XYZ format:
```
17
Properties=species:S:1:pos:R:3
C 0.96 0.37 1.57
C 1.05 -0.19 0.13
C 2.22 -0.49 -0.49
C 0.52 1.04 -0.77
C -1.75 -0.37 0.31
H 0.84 1.72 1.61
H 2.00 0.01 2.21
H -0.03 -0.21 2.18
H 2.73 -1.36 0.01
H 2.86 0.56 -0.66
H 2.18 -0.70 -1.55
H 1.04 1.96 -0.51
H 0.66 0.82 -1.79
H -2.71 -0.38 0.47
N -1.14 -1.44 0.39
O 0.20 -1.32 -0.14
S -1.33 1.01 -0.51
```

The value obtained for the frontier orbital gap is 9.64 eV. The LUMO energy comes out at 0.64 eV. Its net charge is 0. Its spin multiplicity is 1. The calculation puts the HOMO energy at -9.00 eV.



Record 7
This record from the OMol25 dataset describes a single C5H9NS molecule. The level of theory is wB97M-V/def2-TZVPD.

The geometry in XYZ format:
```
16
Properties=species:S:1:pos:R:3
C 0.58 0.57 -0.72
C 1.16 -0.45 -0.09
C 0.40 -1.70 0.47
C -1.56 0.99 0.55
C -0.89 0.67 -0.81
N 2.46 -0.58 0.19
S 3.29 0.82 -0.14
H 1.24 1.28 -1.37
H 0.25 -1.43 1.58
H 1.12 -2.56 0.53
H -0.51 -1.78 -0.17
H -1.12 1.89 1.14
H -1.31 0.12 1.31
H -2.67 1.05 0.35
H -1.12 1.41 -1.64
H -1.32 -0.29 -1.20
```

The value obtained for the frontier orbital gap (spin up / spin down) is 6.68 / 6.64 eV. The LUMO energy (spin up / spin down) comes out at -1.70 / -1.70 eV. Its net charge is 0. Its SMILES is CC/C=C(\C)N=S. Its spin multiplicity is 1. The calculation puts the HOMO energy (spin up / spin down) at -8.38 / -8.34 eV.



Record 8
This record from the OMol25 dataset describes a single C5H9NS molecule. The level of theory is wB97M-V/def2-TZVPD.

The geometry in XYZ format:
```
16
Properties=species:S:1:pos:R:3
C -2.22 0.15 0.13
C 0.13 0.32 -0.69
C 1.02 1.33 -0.02
C 1.38 -1.41 -0.11
C 0.26 -0.61 0.36
H -2.21 0.36 1.28
H -2.77 1.05 -0.46
H -3.24 -0.59 0.05
H 0.40 0.23 -1.61
H 0.78 1.48 1.13
H 1.31 2.32 -0.54
H 1.34 -1.71 -1.05
H 1.73 -2.20 0.56
H 0.29 -0.28 1.54
N -0.95 -0.54 -0.51
S 2.75 0.10 -0.04
```

The value obtained for the frontier orbital gap is 9.28 eV. The LUMO energy comes out at 0.50 eV. Its net charge is 0. Its SMILES is CN1[C@H]2CSC[C@@H]21. Its spin multiplicity is 1. The calculation puts the HOMO energy at -8.79 eV.



Record 9
This record from the OMol25 dataset describes a molecular structure, C5H9NS. The level of theory is wB97M-V/def2-TZVPD.

The geometry in XYZ format:
```
16
Properties=species:S:1:pos:R:3
C 0.26 -0.84 1.35
C 0.61 -1.22 -1.08
C 0.24 0.39 -1.11
C 0.82 1.24 -0.01
C -0.12 0.62 0.94
H -0.69 -1.37 1.37
H 0.67 -0.72 2.44
H 1.53 -2.34 0.67
H -0.28 -1.73 -1.55
H 1.48 -1.54 -1.89
H 0.34 0.84 -2.10
H 1.86 0.89 -0.03
H 0.64 2.23 -0.26
H -0.34 1.14 1.95
N 1.03 -1.45 0.27
S -1.46 0.72 -0.19
```

The value obtained for the frontier orbital gap is 9.15 eV. The LUMO energy comes out at 0.88 eV. Its net charge is 0. Its spin multiplicity is 1. The calculation puts the HOMO energy at -8.27 eV.



Record 10
This record from the OMol25 dataset describes a single C5H9NS molecule. The level of theory is wB97M-V/def2-TZVPD.

The geometry in XYZ format:
```
16
Properties=species:S:1:pos:R:3
C 2.37 1.64 -0.57
C 2.56 0.85 0.44
C -1.07 0.64 -0.59
C -0.68 -0.20 0.65
C -0.12 -1.47 0.17
N 2.48 -0.58 0.32
S 1.68 -1.56 -0.50
H 1.90 1.48 -1.51
H 3.15 1.21 1.36
H -0.23 1.12 -1.08
H -1.55 -0.13 -1.19
H -1.73 1.43 -0.35
H -1.50 -0.55 1.34
H 0.05 0.53 1.17
H -0.20 -2.27 0.94
H -0.72 -1.88 -0.80
```

The value obtained for the frontier orbital gap (spin up / spin down) is 7.75 / 7.57 eV. The LUMO energy (spin up / spin down) comes out at -0.40 / -0.75 eV. Its net charge is 0. Its spin multiplicity is 1. The calculation puts the HOMO energy (spin up / spin down) at -8.16 / -8.32 eV.



Record 11
This record from the OMol25 dataset describes a single C5H9NS molecule. The level of theory is wB97M-V/def2-TZVPD.

The geometry in XYZ format:
```
16
Properties=species:S:1:pos:R:3
C -0.24 -2.11 -0.90
C -0.01 -0.60 -0.51
C -0.28 -0.07 0.81
C -0.83 -1.07 1.92
C 0.06 1.19 1.42
H -0.09 -2.91 -0.09
H -1.33 -2.47 -0.99
H 0.38 -2.47 -1.80
H -0.38 -1.98 1.81
H -1.00 -0.57 2.89
H -1.83 -1.24 1.57
H -0.07 1.33 2.50
H 0.86 2.28 -0.21
H 0.22 3.17 1.43
N 0.63 2.17 0.86
S 0.41 0.35 -1.84
```

The value obtained for the frontier orbital gap is 7.57 eV. The LUMO energy comes out at -0.14 eV. Its net charge is 0. Its SMILES is CC(=S)/C(C)=C\N. Its spin multiplicity is 1. The calculation puts the HOMO energy at -7.72 eV.



Record 12
This record from the OMol25 dataset describes a molecular structure, C5H9NS. The level of theory is wB97M-V/def2-TZVPD.

The geometry in XYZ format:
```
16
Properties=species:S:1:pos:R:3
C 0.78 -1.50 -0.12
C -0.14 -0.28 -0.03
C 0.14 0.81 1.04
C 0.17 0.89 -0.99
C -1.50 -0.72 0.13
H 0.61 -2.04 -1.05
H 1.81 -1.17 -0.07
H 0.63 -2.21 0.71
H 1.12 0.80 1.53
H -0.68 0.89 1.75
H 0.84 2.57 0.10
H -0.50 0.97 -1.84
H 1.20 0.87 -1.31
H -1.77 -1.19 1.04
N 0.04 1.92 0.08
S -2.74 -0.60 -0.96
```

The value obtained for the frontier orbital gap is 8.56 eV. The LUMO energy comes out at -0.12 eV. Its net charge is 0. Its spin multiplicity is 1. The calculation puts the HOMO energy at -8.68 eV.



Taking the records one at a time from the top gives ΔE to the lowest compared entry with this formula, charge and spin values of 22.3; 201.9; 200.3; 43.7; 117.5; 141.6; 79.1; 163.7; 63.7; 137.1; 65.7; 43.1 kcal/mol.